{"formula": "C14H18ClF3N2O4", "method": "wB97M-V/def2-TZVPD", "elements": ["C", "C", "O", "O", "C", "C", "C", "C", "C", "Cl", "C", "N", "C", "C", "N", "H", "H", "H", "H", "H", "H", "H", "H", "H", "H", "H", "H", "H", "C", "C", "O", "C", "O", "C", "F", "F", "F", "H", "H", "H", "H", "H"], "xyz": [[-3.211, 1.985, -4.112], [-1.994, 1.044, -4.083], [-2.180, -0.109, -3.942], [-0.716, 1.566, -4.238], [0.085, 1.012, -3.181], [1.479, 1.707, -3.073], [2.305, 0.914, -1.985], [3.118, 1.837, -1.015], [2.695, 1.689, 0.487], [3.968, 2.464, 1.517], [2.638, 0.224, 0.906], [2.385, -0.868, 0.864], [1.292, 2.385, 0.637], [1.050, 2.813, 2.063], [0.658, 3.224, 3.033], [-3.169, 2.708, -4.947], [-3.244, 2.550, -3.157], [-4.117, 1.359, -4.170], [0.291, -0.063, -3.369], [-0.385, 1.095, -2.176], [2.000, 1.563, -4.038], [1.396, 2.775, -2.789], [3.020, 0.217, -2.471], [1.574, 0.257, -1.463], [2.986, 2.889, -1.335], [4.201, 1.609, -1.084], [1.258, 3.265, -0.033], [0.518, 1.666, 0.300], [0.410, -2.161, 3.082], [-0.449, -3.142, 2.314], [-1.357, -3.830, 3.194], [-2.481, -3.181, 3.498], [-2.779, -2.092, 3.101], [-3.363, -4.053, 4.397], [-2.658, -4.648, 5.373], [-3.961, -5.030, 3.691], [-4.330, -3.344, 4.988], [0.928, -2.664, 3.900], [1.148, -1.702, 2.422], [-0.197, -1.370, 3.526], [0.180, -3.907, 1.861], [-0.994, -2.652, 1.506]], "lowdin_charge": [0.020, -0.530, 0.135, -0.015, -0.205, -0.147, -0.180, -0.196, -0.751, 0.691, -0.202, 0.202, -0.134, -0.249, 0.165, 0.087, 0.092, 0.089, 0.135, 0.130, 0.118, 0.110, 0.122, 0.095, 0.112, 0.112, 0.129, 0.130, -0.065, -0.196, 0.029, -0.392, 0.168, -0.530, 0.159, 0.160, 0.165, 0.086, 0.019, 0.080, 0.127, 0.125], "charge": 0, "e_tot_ha": -1714.494084, "smiles": "CC(=O)OCCCC[C@](Cl)(C#N)CC#N.CCOC(=O)C(F)(F)F", "fmax_ev_per_a": 5.17, "orbital_gap_ev": 11.01}